No. 1
Computed, not measured: 2 unconnected molecules or ions with the total composition C6H14P at a distorted geometry, with ωB97M-V/def2-TZVPD.

Calculated values
Total charge: +1
Gap between HOMO and LUMO (alpha / beta) (Eh): 0.276 / 0.359
Highest occupied orbital energy (alpha / beta) (Eh): -0.4619 / -0.5010
LUMO energy (alpha / beta) (eV): -5.05 / -3.88

Last column: Mulliken charge in e.
Positions of all 21 atoms, in Å:
C (3.33212, -0.39780, 1.63540)  -0.32
C (2.41398, -0.96812, 0.95954)  -0.30
C (-2.04484, 1.34634, -0.96424)  -1.16
C (-0.44701, -0.96223, -1.64699)  -1.23
C (-1.14282, -0.53964, 1.15713)  -1.07
C (0.81776, 1.18300, -0.03561)  -1.13
P (-0.66626, 0.25974, -0.38987)  1.21
H (4.04569, -0.95005, 2.28243)  0.25
H (3.50225, 0.70038, 1.62345)  0.23
H (2.14705, -1.97533, 0.65678)  0.29
H (-2.97957, 0.75412, -0.67779)  0.37
H (-2.04918, 1.61876, -1.96743)  0.41
H (-1.99883, 2.25369, -0.27867)  0.36
H (-1.45926, -1.15408, -1.88198)  0.42
H (0.01937, -1.87804, -1.28320)  0.38
H (0.10498, -0.54495, -2.50216)  0.39
H (-2.11189, -0.09873, 1.59819)  0.40
H (-0.16868, -0.39524, 1.86575)  0.33
H (-1.28666, -1.60679, 0.86217)  0.37
H (1.54775, 1.20621, -0.80762)  0.44
H (0.66550, 2.10222, 0.49682)  0.36

No. 2
Computed, not measured: a molecular structure, C6H15B at a distorted geometry, with ωB97M-V/def2-TZVPD.

Calculated values
Total charge: 0
Gap between HOMO and LUMO (Eh): 0.375
Highest occupied orbital energy (Eh): -0.3488
LUMO energy (eV): 0.71

Last column: Mulliken charge in e.
Positions of all 22 atoms, in Å:
B (0.27348, -1.08361, 0.51163)  0.14
C (2.51784, 1.23400, -0.20513)  -0.96
C (-3.37801, 0.68429, -0.04123)  -1.30
C (1.37447, -1.28267, -0.53233)  -0.65
C (-0.88642, -0.07208, -0.08785)  -0.36
C (2.71265, -0.16451, 0.37697)  -0.34
C (-2.33604, -0.49642, 0.18051)  -0.68
H (0.35901, -1.67617, 1.60157)  -0.10
H (2.96365, 2.06670, 0.52932)  0.28
H (1.50102, 1.60554, -0.21757)  0.23
H (2.87007, 1.42685, -1.17146)  0.37
H (-4.28046, 0.16912, 0.17622)  0.36
H (-3.20116, 0.89377, -1.14729)  0.27
H (-3.30041, 1.50504, 0.50920)  0.43
H (1.38783, -0.64308, -1.50821)  0.20
H (1.96353, -2.14780, -0.56775)  0.39
H (-0.90173, 0.13090, -1.22564)  0.24
H (-0.81597, 0.98050, 0.43579)  0.14
H (3.74888, -0.66600, 0.19495)  0.30
H (2.45446, -0.31170, 1.49655)  0.23
H (-2.60481, -0.75430, 1.12868)  0.46
H (-2.42190, -1.39836, -0.43691)  0.32

No. 3
Computed, not measured: 2 unconnected molecules or ions with the total composition C6H15BO2 at a distorted geometry, with ωB97M-V/def2-TZVPD.

Calculated values
Total charge: 0
Gap between HOMO and LUMO (alpha / beta) (Eh): 0.283 / 0.283
Highest occupied orbital energy (alpha / beta) (Eh): -0.2627 / -0.2627
LUMO energy (alpha / beta) (eV): 0.54 / 0.54

Last column: Mulliken charge in e.
Positions of all 24 atoms, in Å:
B (-1.30526, -0.39874, -0.69674)  0.46
C (-2.48242, 0.65001, -0.45290)  -1.10
C (1.68751, -1.38677, 1.10900)  -1.19
C (0.87929, 0.98928, 1.64998)  -1.39
C (0.68337, 1.30652, -1.48912)  -1.44
C (0.57467, -0.40849, 1.20889)  0.33
C (0.07553, -0.02402, -1.19920)  0.63
O (-1.53848, -1.75817, -0.68278)  -0.75
O (0.86425, -1.04341, -1.67447)  -0.57
H (-2.93141, 0.57035, 0.53299)  0.36
H (-3.27417, 0.46059, -1.17780)  0.31
H (-2.17032, 1.67940, -0.59252)  0.31
H (1.37791, -2.36608, 1.46474)  0.27
H (2.01583, -1.49508, 0.06717)  0.29
H (2.54901, -1.05007, 1.68614)  0.40
H (1.02259, 1.02527, 2.73329)  0.41
H (0.05947, 1.66175, 1.40611)  0.28
H (1.78777, 1.36220, 1.18276)  0.32
H (1.74474, 1.29390, -1.24734)  0.34
H (0.59515, 1.51212, -2.55679)  0.35
H (0.18383, 2.09436, -0.93960)  0.32
H (-0.36033, -0.79111, 1.59271)  0.42
H (-2.39852, -2.02166, -0.36763)  0.27
H (0.35997, -1.86216, -1.55691)  0.38

No. 4
Computed, not measured: 2 unconnected molecules or ions with the total composition C6H15BrSi at a distorted geometry, with ωB97M-V/def2-TZVPD.

Calculated values
Total charge: 0
Gap between HOMO and LUMO (alpha / beta) (Eh): 0.159 / 0.089
Highest occupied orbital energy (alpha / beta) (Eh): -0.2505 / -0.2113
LUMO energy (alpha / beta) (eV): -2.48 / -3.33

Last column: Mulliken charge in e.
Positions of all 23 atoms, in Å:
C (-0.54520, 0.75049, -1.70257)  -1.50
C (-2.25525, -0.06419, -0.08487)  -1.36
C (-0.77471, 1.84149, 0.55698)  -1.59
C (0.82413, -2.14906, -0.89036)  -1.01
C (1.43099, -0.34827, 2.01723)  -0.94
C (-0.84841, 0.50813, -0.22150)  1.32
Si (0.47919, -0.77357, 0.45293)  0.49
Br (6.15789, 0.19301, -0.26194)  -0.78
H (-0.69533, -0.28089, -2.19019)  0.32
H (-1.35454, 1.39685, -1.93837)  0.53
H (0.55410, 1.01866, -1.68372)  0.40
H (-2.62983, -0.16996, 1.07205)  0.33
H (-2.41093, -1.07046, -0.63240)  0.34
H (-3.04509, 0.76345, -0.55354)  0.31
H (0.17526, 2.27364, 0.90883)  0.36
H (-1.37535, 2.63383, 0.11856)  0.37
H (-1.33597, 1.65878, 1.55994)  0.37
H (1.26395, -1.63547, -1.82664)  0.33
H (1.54229, -2.95174, -0.73068)  0.40
H (-0.19281, -2.71876, -0.97689)  0.31
H (2.56791, -0.60570, 2.06772)  0.37
H (1.39083, 0.75539, 2.16165)  0.25
H (1.07687, -1.02565, 2.77780)  0.37

No. 5
Computed, not measured: a molecular structure, C6H15Cl3HgNO2 at a distorted geometry, with ωB97M-V/def2-TZVPD.

Calculated values
Total charge: -1
Gap between HOMO and LUMO (Eh): 0.158
Highest occupied orbital energy (Eh): -0.0540
LUMO energy (eV): 2.84

Last column: Mulliken charge in e.
Positions of all 28 atoms, in Å:
Hg (-0.66371, 1.81041, -0.70024)  0.77
Cl (0.34751, 2.42617, 1.06385)  -0.66
Cl (-1.75040, 3.56888, -0.58394)  -0.76
Cl (0.47708, 2.27505, -2.30879)  -0.83
C (-3.25869, 1.90365, 1.34190)  -0.96
O (-2.13693, 1.34593, 0.53577)  -0.07
C (-1.82137, 0.08344, 1.09090)  -0.85
C (-1.00070, -0.67277, -0.02632)  -0.58
N (0.11728, 0.25952, -0.38268)  0.03
C (1.02878, -0.27472, -1.49653)  -0.90
C (1.67780, -1.57452, -0.95972)  -0.57
O (2.74881, -1.12418, -0.12416)  -0.30
C (3.60835, -2.17894, 0.22925)  -0.79
H (-3.29208, 1.53041, 2.36546)  0.42
H (-4.21431, 1.64662, 0.88494)  0.32
H (-3.08428, 2.97839, 1.29091)  0.17
H (-2.77422, -0.31458, 1.43984)  0.59
H (-1.08965, 0.34698, 1.85459)  0.32
H (-1.66219, -0.98281, -0.83528)  0.28
H (-0.64894, -1.60067, 0.42465)  0.36
H (0.79141, 0.35380, 0.36349)  0.51
H (1.65542, 0.48331, -1.96644)  0.36
H (0.34056, -0.56381, -2.29082)  0.44
H (2.11827, -2.12617, -1.79024)  0.52
H (1.02744, -2.28749, -0.45294)  0.36
H (4.06535, -2.63671, -0.64806)  0.29
H (3.02158, -2.90633, 0.79023)  0.32
H (4.37181, -1.76889, 0.89039)  0.24

No. 6
Computed, not measured: a molecular structure, C6H15Cl3IrSbSe2SiTe2, with ωB97M-V/def2-TZVPD.

Calculated values
⟨S²⟩: 0.764
Total charge: +1
Spin multiplicity: 2
Gap between HOMO and LUMO (alpha / beta) (Eh): 0.218 / 0.206
Highest occupied orbital energy (alpha / beta) (Eh): -0.4108 / -0.4226
LUMO energy (alpha / beta) (eV): -5.24 / -5.89

Last column: Mulliken spin population.
Positions of all 31 atoms, in Å:
Ir (1.98921, 0.24388, -1.06984)  -0.01
Se (1.39757, 2.36866, -1.84390)  0.07
Te (3.57343, 3.40964, -2.55882)  0.24
Te (4.85486, 1.34742, -3.73001)  0.47
Se (3.55397, -0.55029, -2.78307)  0.24
Cl (3.51255, -1.58737, 1.22822)  0.00
Si (3.03580, 0.39123, 0.95991)  0.00
Cl (4.70453, 1.49364, 0.77478)  0.00
Cl (2.14997, 1.05407, 2.66612)  0.00
C (-1.20254, 1.51400, 2.29526)  0.00
C (-0.96521, 0.05272, 1.91631)  0.00
Sb (-0.37520, -0.13584, -0.09661)  0.00
C (-0.73847, -2.16499, -0.60597)  0.00
C (0.40543, -3.07899, -0.16254)  0.00
C (-1.87845, 0.97846, -1.08744)  0.00
C (-3.28598, 0.49871, -0.74203)  0.00
H (-1.51077, 1.58350, 3.33861)  0.00
H (-1.99425, 1.96061, 1.69178)  0.00
H (-0.30299, 2.12079, 2.17390)  0.00
H (-1.88294, -0.53314, 2.00144)  0.00
H (-0.20879, -0.42678, 2.53494)  0.00
H (-0.89667, -2.20223, -1.68456)  0.00
H (-1.68013, -2.43431, -0.12510)  0.00
H (1.34746, -2.80827, -0.64511)  0.00
H (0.18931, -4.11406, -0.42779)  0.00
H (0.56357, -3.04029, 0.91606)  0.00
H (-1.67266, 0.89732, -2.15561)  0.00
H (-1.72005, 2.02044, -0.80317)  0.00
H (-3.42135, -0.55936, -0.97082)  0.00
H (-4.02551, 1.05411, -1.31901)  0.00
H (-3.51572, 0.64670, 0.31406)  0.00

No. 7
Computed, not measured: a molecular structure, C6H15ClI2OPPmS at a distorted geometry, with ωB97M-V/def2-TZVPD.

Calculated values
⟨S²⟩: 6.127
Total charge: +2
Spin multiplicity: 5
Gap between HOMO and LUMO (alpha / beta) (Eh): 0.207 / 0.207
Highest occupied orbital energy (alpha / beta) (Eh): -0.5890 / -0.5877
LUMO energy (alpha / beta) (eV): -10.39 / -10.35

Last column: Mulliken spin population.
Positions of all 28 atoms, in Å:
I (2.37137, -1.52406, -0.73850)  -0.27
I (-0.49262, -0.92866, 2.26337)  0.23
Pm (0.11260, 0.94270, -0.49724)  4.08
P (-0.98496, -1.77118, -0.85087)  -0.02
C (-0.48660, -3.39952, -0.15697)  0.00
C (-2.79241, -1.86766, -0.53756)  0.00
H (-1.12954, -1.28320, -3.23833)  0.00
H (-1.60847, -2.97018, -2.78868)  0.00
H (0.14075, -2.49171, -2.90413)  0.00
C (-0.87079, -2.16750, -2.64018)  0.00
H (-3.28399, -0.94415, -0.87703)  0.00
H (-3.14171, -2.72715, -1.12792)  0.00
H (-1.09794, -4.19432, -0.61749)  0.00
H (-0.62338, -3.41102, 0.93026)  0.00
H (-3.00570, -2.00023, 0.52998)  0.00
H (0.57392, -3.58360, -0.36080)  0.00
C (1.77534, -1.59081, 1.69534)  0.01
O (2.33249, -2.36089, 2.37038)  0.01
Cl (-1.41296, 2.06083, -2.12112)  -0.03
C (2.85386, 3.75707, 1.54947)  0.00
S (1.35534, 2.89736, 1.05042)  -0.01
C (0.17806, 4.26827, 1.02483)  0.00
H (3.62387, 3.01648, 1.82624)  0.00
H (2.61318, 4.39238, 2.40244)  0.00
H (3.16735, 4.36470, 0.69710)  0.00
H (0.51963, 5.10800, 1.64750)  0.00
H (0.04521, 4.57740, -0.01055)  0.00
H (-0.73188, 3.83063, 1.48007)  0.00

No. 8
Computed, not measured: a molecular structure, C6H15F4K2N2O12PS4 at a distorted geometry, with ωB97M-V/def2-TZVPD.

Calculated values
Total charge: 0
Gap between HOMO and LUMO (Eh): 0.358
Highest occupied orbital energy (Eh): -0.3990
LUMO energy (eV): -1.10

Last column: Mulliken charge in e.
Positions of all 46 atoms, in Å:
K (1.63338, -3.52887, -2.34181)  0.94
K (0.80415, -0.50980, -1.44227)  1.17
N (3.40017, -1.37826, -1.95514)  -0.17
S (3.48012, -0.57836, -3.47744)  1.19
O (4.68454, -0.00586, -4.12800)  -0.53
O (2.21590, 0.12254, -3.77558)  -0.59
F (3.34215, -2.00058, -4.28050)  -0.30
S (4.68427, -0.78240, -1.49464)  0.90
O (4.83426, 0.68442, -1.40631)  -0.55
O (5.89557, -1.59647, -1.64922)  -0.63
F (4.51287, -1.20301, 0.10662)  -0.34
N (-0.56737, -2.28821, -2.68126)  -0.18
S (-2.05956, -2.79639, -1.94219)  0.78
O (-3.27104, -3.05207, -2.77055)  -0.51
O (-2.34007, -2.15186, -0.65193)  -0.40
F (-1.46055, -4.27376, -1.62122)  -0.30
S (-1.23591, -2.03247, -4.03821)  0.98
O (-1.96144, -0.75878, -4.19639)  -0.56
O (-1.48236, -3.12705, -4.94304)  -0.57
F (0.23303, -1.60185, -4.57635)  -0.29
C (1.67052, -0.67626, 2.02551)  -0.52
C (0.88653, 0.00258, 3.16428)  -0.47
O (-0.43253, 0.19102, 2.76432)  -0.16
P (-0.86457, 1.46043, 1.83925)  0.49
O (-0.44150, 1.34716, 0.44444)  -0.30
O (-2.45388, 1.50155, 1.85753)  -0.30
C (-3.23433, 0.47861, 1.42269)  -0.38
C (-3.27578, -0.82154, 2.29460)  -0.88
O (-0.39990, 2.69707, 2.73119)  -0.36
C (-0.79160, 4.10661, 2.62937)  -0.25
C (-1.23702, 4.59731, 1.24520)  -0.95
H (1.48369, -1.74905, 1.97735)  0.34
H (1.48998, -0.31475, 1.01319)  -0.31
H (2.74488, -0.68573, 2.20930)  0.44
H (0.85618, -0.68243, 4.01160)  0.30
H (1.25612, 0.98465, 3.45930)  0.32
H (-4.20935, 0.96545, 1.44343)  0.27
H (-3.06781, 0.38733, 0.34936)  0.35
H (-4.03006, -1.57677, 2.07369)  0.42
H (-2.46007, -1.42147, 1.89110)  0.13
H (-3.31212, -0.63445, 3.36781)  0.32
H (-1.55514, 4.28207, 3.38721)  0.26
H (0.12585, 4.48302, 3.08181)  0.31
H (-0.63212, 4.19271, 0.43372)  0.24
H (-2.17464, 4.07029, 1.06845)  0.29
H (-1.28344, 5.67368, 1.07974)  0.36